# 1
Molecular formula: C17H51FN17O14P
Method: DFT, ωB97M-V/def2-TZVPD

Structure (XYZ):
```
101
Properties=species:S:1:pos:R:3
C 5.268 -1.437 2.068
O 4.573 -2.622 1.465
C 4.151 -2.140 0.142
C 4.608 -3.178 -1.087
C 6.267 -3.085 -1.274
F 6.801 -4.276 -1.997
C 2.500 -1.892 0.024
N 1.879 -1.612 1.361
C 2.360 -0.550 -0.965
C 2.176 0.852 0.122
C 0.550 1.453 0.226
O 1.782 2.196 -0.571
O 1.974 -3.013 -0.740
C 0.979 -3.821 -0.037
P -0.829 -3.100 -0.154
O -0.872 -1.786 -1.081
O -1.490 -2.673 1.399
O -1.917 -4.269 -0.894
H 5.523 -1.697 3.203
H 6.289 -1.202 1.497
H 4.534 -0.497 2.028
H 4.761 -1.138 -0.079
H 4.174 -2.791 -2.129
H 4.245 -4.288 -0.889
H 6.431 -2.134 -1.977
H 6.739 -2.948 -0.209
H 2.051 -2.350 2.077
H 0.884 -1.307 1.317
H 1.389 -0.571 -1.620
H 3.351 -0.361 -1.562
H 2.870 0.870 1.167
H 0.341 2.479 0.748
H 0.033 1.293 -0.820
H 0.901 -4.846 -0.647
H 1.266 -4.145 1.057
H -1.406 -1.669 1.564
H -2.856 -3.911 -0.770
N -4.042 -3.628 4.527
C -5.008 -3.944 3.646
N -4.702 -3.681 2.363
O -6.076 -4.430 3.984
H -3.156 -3.227 4.269
H -4.232 -3.810 5.504
H -5.402 -3.904 1.667
H -3.828 -3.281 2.066
N -3.392 -0.138 -2.537
C -3.660 0.364 -1.318
N -4.536 1.385 -1.315
O -3.150 -0.072 -0.298
H -3.801 0.208 -3.388
H -2.737 -0.908 -2.584
H -4.765 1.792 -0.417
H -4.966 1.758 -2.144
N 3.343 1.078 6.188
C 4.242 1.024 5.188
N 4.247 2.101 4.383
O 4.991 0.074 5.025
H 2.718 1.851 6.338
H 3.307 0.287 6.818
H 4.908 2.100 3.617
H 3.637 2.892 4.501
N -6.392 1.300 -6.133
C -6.660 1.802 -4.914
N -7.536 2.823 -4.910
O -6.150 1.366 -3.894
H -6.801 1.646 -6.984
H -5.737 0.530 -6.180
H -7.765 3.230 -4.013
H -7.966 3.196 -5.740
N 5.234 2.069 -4.875
C 5.027 1.802 -3.573
N 4.839 2.889 -2.803
O 5.010 0.666 -3.127
H 5.252 2.997 -5.262
H 5.380 1.278 -5.490
H 4.680 2.732 -1.816
H 4.850 3.832 -3.152
N 4.328 0.856 9.647
C 4.268 2.160 9.974
N 4.675 2.441 11.225
O 3.877 3.017 9.198
H 4.647 0.135 10.272
H 4.031 0.601 8.714
H 4.645 3.411 11.511
H 5.000 1.749 11.878
N -8.064 6.965 -3.228
C -8.983 5.984 -3.280
N -10.135 6.328 -3.884
O -8.788 4.871 -2.817
H -8.207 7.887 -3.603
H -7.183 6.747 -2.781
H -10.853 5.619 -3.945
H -10.314 7.239 -4.271
N -0.353 -2.702 -6.086
C -0.561 -2.968 -4.784
N -0.748 -1.881 -4.014
O -0.578 -4.104 -4.338
H -0.335 -1.773 -6.473
H -0.207 -3.492 -6.701
H -0.908 -2.038 -3.027
H -0.738 -0.938 -4.363
```

electronic energy	-3103.8355	Ha
structure (SMILES)	CO[C@@H](CCF)[C@@](N)(C[C@@H]1CO1)OCP(=O)(O)O.NC(N)=O.NC(N)=O.NC(N)=O.NC(N)=O.NC(N)=O.NC(N)=O.NC(N)=O.NC(N)=O
multiplicity	1

Here are the Mulliken charges for atoms 1 to 99, given in e: atom 1 (C): -0.124, atom 2 (O): -0.471, atom 3 (C): -0.334, atom 4 (C): -0.399, atom 5 (C): -0.100, atom 6 (F): -0.353, atom 7 (C): 0.505, atom 8 (N): -0.405, atom 9 (C): -0.152, atom 10 (C): 0.486, atom 11 (C): -0.673, atom 12 (O): -0.506, atom 13 (O): -0.392, atom 14 (C): -0.348, atom 15 (P): 0.837, atom 16 (O): -0.535, atom 17 (O): -0.550, atom 18 (O): -0.567, atom 19 (H): 0.274, atom 20 (H): 0.193, atom 21 (H): -0.077, atom 22 (H): 0.403, atom 23 (H): 0.221, atom 24 (H): 0.277, atom 25 (H): 0.175, atom 26 (H): 0.150, atom 27 (H): 0.394, atom 28 (H): 0.066, atom 29 (H): -0.111, atom 30 (H): 0.073, atom 31 (H): -0.012, atom 32 (H): 0.424, atom 33 (H): 0.182, atom 34 (H): 0.378, atom 35 (H): 0.294, atom 36 (H): 0.388, atom 37 (H): 0.345, atom 38 (N): -0.328, atom 39 (C): 0.586, atom 40 (N): -0.290, atom 41 (O): -0.676, atom 42 (H): 0.160, atom 43 (H): 0.204, atom 44 (H): 0.171, atom 45 (H): 0.180, atom 46 (N): -0.215, atom 47 (C): 0.504, atom 48 (N): -0.327, atom 49 (O): -0.598, atom 50 (H): 0.158, atom 51 (H): 0.151, atom 52 (H): 0.209, atom 53 (H): 0.175, atom 54 (N): -0.403, atom 55 (C): 0.768, atom 56 (N): -0.398, atom 57 (O): -0.680, atom 58 (H): 0.131, atom 59 (H): 0.236, atom 60 (H): 0.225, atom 61 (H): 0.168, atom 62 (N): -0.394, atom 63 (C): 0.670, atom 64 (N): -0.308, atom 65 (O): -0.672, atom 66 (H): 0.161, atom 67 (H): 0.219, atom 68 (H): 0.196, atom 69 (H): 0.128, atom 70 (N): -0.425, atom 71 (C): 0.666, atom 72 (N): -0.364, atom 73 (O): -0.645, atom 74 (H): 0.149, atom 75 (H): 0.229, atom 76 (H): 0.206, atom 77 (H): 0.167, atom 78 (N): -0.310, atom 79 (C): 0.625, atom 80 (N): -0.397, atom 81 (O): -0.639, atom 82 (H): 0.162, atom 83 (H): 0.141, atom 84 (H): 0.229, atom 85 (H): 0.162, atom 86 (N): -0.377, atom 87 (C): 0.650, atom 88 (N): -0.390, atom 89 (O): -0.702, atom 90 (H): 0.167, atom 91 (H): 0.224, atom 92 (H): 0.226, atom 93 (H): 0.164, atom 94 (N): -0.397, atom 95 (C): 0.663, atom 96 (N): -0.109, atom 97 (O): -0.654, atom 98 (H): 0.150, atom 99 (H): 0.251

***

# 2
Molecular formula: C9H16N3O
Method: DFT, ωB97M-V/def2-TZVPD

Structure (XYZ):
```
29
Properties=species:S:1:pos:R:3
C 0.391 2.912 -0.756
C 0.578 2.881 1.613
N 0.340 2.184 2.793
N -0.086 2.488 0.556
N 1.264 3.999 1.863
H 0.077 1.215 2.703
H -0.186 2.728 3.455
H -0.589 1.591 0.602
H 1.892 3.896 2.640
H 1.256 4.684 1.131
H 1.401 2.685 -1.099
H 0.475 4.008 -0.759
H -0.396 2.782 -1.492
C 0.340 -3.990 -2.800
C -0.702 -1.087 0.113
C -1.132 -2.388 0.330
C 0.091 -0.742 -0.962
C -0.720 -3.314 -0.628
C 0.510 -1.678 -1.885
C 0.064 -2.999 -1.717
O -1.221 -0.088 0.939
H -1.814 -0.412 1.586
H -1.480 -2.695 1.304
H 0.256 0.316 -1.131
H -1.030 -4.350 -0.548
H 0.940 -1.381 -2.831
H 1.385 -4.061 -3.104
H -0.119 -3.783 -3.771
H 0.039 -4.998 -2.519
```

electronic energy	-591.8221	Ha
multiplicity	1
total charge	+1
relative energy (zero: lowest compared OMol25 entry of this formula, charge and spin)	88.0	kJ/mol

Mulliken atomic charges, in units of e: atom 1 (C): -1.300, atom 2 (C): 0.731, atom 3 (N): -0.542, atom 4 (N): -0.017, atom 5 (N): -0.353, atom 6 (H): 0.245, atom 7 (H): 0.251, atom 8 (H): 0.334, atom 9 (H): 0.286, atom 10 (H): 0.232, atom 11 (H): 0.401, atom 12 (H): 0.467, atom 13 (H): 0.410, atom 14 (C): -1.398, atom 15 (C): 1.322, atom 16 (C): -0.817, atom 17 (C): -0.320, atom 18 (C): -0.581, atom 19 (C): -0.699, atom 20 (C): 0.644, atom 21 (O): -0.617, atom 22 (H): 0.252, atom 23 (H): 0.329, atom 24 (H): 0.029, atom 25 (H): 0.306, atom 26 (H): 0.378, atom 27 (H): 0.350, atom 28 (H): 0.321, atom 29 (H): 0.356

***

# 3
Molecular formula: C4H7NO
Method: DFT, ωB97M-V/def2-TZVPD

Structure (XYZ):
```
13
Properties=species:S:1:pos:R:3
C 2.026 -0.261 -0.862
C 0.902 0.333 -0.114
N -0.063 -0.440 0.126
C -1.322 0.243 0.050
C -1.981 -0.305 1.266
O -2.315 0.382 2.197
H 2.865 -0.464 -0.207
H 2.306 0.428 -1.664
H 1.641 -1.187 -1.301
H 0.846 1.416 0.079
H -1.278 1.341 0.078
H -1.684 -0.073 -0.942
H -1.943 -1.413 1.294
```

electronic energy	-286.5421	Ha
structure (SMILES)	C/C=N/CC=O
multiplicity	1
relative energy (zero: lowest compared OMol25 entry of this formula, charge and spin)	235.0	kJ/mol

Mulliken atomic charges, in units of e: atom 1 (C): -0.904, atom 2 (C): -0.003, atom 3 (N): -0.430, atom 4 (C): -0.440, atom 5 (C): 0.059, atom 6 (O): -0.472, atom 7 (H): 0.254, atom 8 (H): 0.283, atom 9 (H): 0.280, atom 10 (H): 0.367, atom 11 (H): 0.376, atom 12 (H): 0.301, atom 13 (H): 0.329

***

# 4
Molecular formula: C4H5NO
Method: DFT, ωB97M-V/def2-TZVPD

Structure (XYZ):
```
11
Properties=species:S:1:pos:R:3
C 0.589 1.475 -0.676
C -0.082 0.276 -0.013
C 0.380 -0.990 -0.339
N -0.301 -1.989 0.417
C -1.207 -1.606 1.134
O -1.058 0.350 0.820
H 1.060 2.128 0.065
H 1.369 1.155 -1.384
H -0.132 2.070 -1.245
H 1.419 -1.138 -0.592
H -2.038 -1.731 1.814
```

electronic energy	-285.3252	Ha
multiplicity	1
relative energy (zero: lowest compared OMol25 entry of this formula, charge and spin)	234.6	kJ/mol

Mulliken atomic charges, in units of e: atom 1 (C): -1.038, atom 2 (C): 0.927, atom 3 (C): -0.626, atom 4 (N): -0.348, atom 5 (C): 0.213, atom 6 (O): -0.626, atom 7 (H): 0.285, atom 8 (H): 0.294, atom 9 (H): 0.290, atom 10 (H): 0.288, atom 11 (H): 0.340

***

# 5
Molecular formula: C3H4OS
Method: DFT, ωB97M-V/def2-TZVPD

Structure (XYZ):
```
9
Properties=species:S:1:pos:R:3
C -0.864 0.656 -0.144
C 0.308 1.204 0.009
S 1.632 0.065 -0.249
C 0.400 -1.201 0.092
O -0.886 -0.694 -0.341
H -1.858 1.117 -0.274
H 0.393 2.277 0.192
H 0.305 -1.277 1.167
H 0.569 -2.149 -0.452
```

electronic energy	-590.0909	Ha
structure (SMILES)	C1=CSCO1
multiplicity	1
relative energy (zero: lowest compared OMol25 entry of this formula, charge and spin)	88.7	kJ/mol

Mulliken atomic charges, in units of e: atom 1 (C): -0.236, atom 2 (C): -0.237, atom 3 (S): -0.128, atom 4 (C): -0.302, atom 5 (O): -0.364, atom 6 (H): 0.337, atom 7 (H): 0.342, atom 8 (H): 0.299, atom 9 (H): 0.290